ORCA calculation (the ωB97M-V functional and the def2-TZVPD basis) on one molecule with the formula C3H4S.

Positions of all 8 atoms, in Å:
H1 -2.091 1.608 0.222
H2 0.799 -1.373 0.765
S1 -1.256 -0.459 0.009
H3 0.558 -1.674 -1.030
C1 -1.074 1.206 0.004
C2 0.524 -0.900 -0.187
H4 1.422 1.033 0.611
C3 1.119 0.559 -0.394

## Properties
ΔE to the lowest compared entry with this formula, charge and spin	5.511	eV
E_HOMO	-0.303	Eh
HOMO-LUMO gap	7.823	eV
multiplicity	1

***

ORCA calculation (the ωB97M-V functional and the def2-TZVPD basis) on a 3-piece molecular cluster, C3H10OS2 overall.

Positions of all 16 atoms, in Å:
H1 -0.614 3.128 0.444
H2 0.755 0.617 -0.560
H3 -3.797 0.014 -0.376
H4 1.620 -0.449 -1.629
C1 1.340 -1.620 0.795
S1 -2.516 0.167 -0.749
O1 -0.456 2.597 -0.343
H5 0.995 -2.130 1.698
H6 0.129 -2.352 -0.946
H7 -1.095 1.860 -0.301
H8 -0.081 -0.217 -1.983
S2 1.944 -0.065 1.370
H9 2.191 -2.193 0.404
C2 0.254 -1.489 -0.294
C3 0.639 -0.288 -1.171
H10 -0.724 -1.266 0.164

## Properties
ΔE to the lowest compared entry with this formula, charge and spin	5.388	eV
E_HOMO	-0.300	Eh
HOMO-LUMO gap	3.440	eV
multiplicity	1

***

ORCA calculation (the ωB97M-V functional and the def2-TZVPD basis) on one molecule with the formula C4H6N2.

Positions of all 12 atoms, in Å:
H1 -1.511 -0.656 0.446
H2 1.661 1.387 -0.515
N1 -1.348 2.458 -0.466
H3 1.586 -0.855 0.535
C1 -0.439 1.741 -0.459
C2 0.711 0.860 -0.490
C3 0.638 -0.489 0.144
H4 -0.561 -2.064 0.968
N2 0.658 -0.359 -1.305
C4 -0.570 -0.970 0.909
H5 -0.274 -0.472 -1.699
H6 -0.550 -0.580 1.932

## Properties
ΔE to the lowest compared entry with this formula, charge and spin	1.508	eV
SMILES	C[C@H]1N[C@H]1C#N
E_HOMO	-0.372	Eh
HOMO-LUMO gap	11.075	eV
multiplicity	1

***

ORCA calculation (the ωB97M-V functional and the def2-TZVPD basis) on a 4-piece molecular cluster, C4H16O4 overall.

Positions of all 24 atoms, in Å:
C1 0.196 -1.384 0.704
O1 1.094 1.718 1.712
H1 -0.304 -0.689 1.337
O2 3.161 1.033 0.087
O3 -0.991 2.481 0.209
O4 1.207 -0.633 -0.057
H2 0.671 -2.133 1.350
H3 -0.973 -3.079 -0.049
H4 2.695 1.658 0.662
C2 -2.165 -1.053 -2.028
H5 -1.471 3.033 0.893
H6 -1.315 -0.481 -2.490
H7 0.640 -0.055 -0.605
H8 -1.109 3.121 -0.520
C3 -0.749 -2.038 -0.309
H9 -2.370 -2.010 -2.531
H10 -2.916 -1.782 -0.085
H11 -0.105 -2.332 -1.160
H12 -3.035 -0.451 -2.358
H13 -2.189 -0.271 -0.062
H14 0.773 0.875 1.404
C4 -2.019 -1.261 -0.476
H15 2.981 0.249 0.613
H16 1.183 2.275 0.931

## Properties
ΔE to the lowest compared entry with this formula, charge and spin	1.008	eV
charge	-1
E_HOMO (alpha / beta)	0.021 / -0.253	Eh
⟨S²⟩	0.7505
HOMO-LUMO gap (alpha / beta)	2.803 / 10.172	eV
multiplicity	2

***

ORCA calculation (the ωB97M-V functional and the def2-TZVPD basis) on an isolated ion of composition C6H14NO and charge -1.

Positions of all 22 atoms, in Å:
C1 2.022 -0.207 -0.601
N1 -0.785 0.524 0.056
H1 0.957 -2.271 -0.828
H2 1.594 0.372 0.189
H3 3.954 -0.904 -1.254
H4 -0.341 0.984 0.959
H5 1.926 0.512 -1.413
C2 3.173 -0.991 -0.473
H6 -2.513 1.543 -0.916
H7 -3.563 1.720 1.564
C3 -2.525 1.978 1.275
H8 -1.311 -1.557 -0.220
H9 -0.212 -1.336 1.194
O1 -1.645 2.041 2.243
H10 -3.044 0.038 -0.038
H11 3.718 -1.037 0.519
C4 -0.463 -0.969 0.144
H12 -2.496 2.830 0.692
C5 -2.288 0.861 0.007
H13 0.305 -0.874 -1.813
H14 2.814 -2.051 -0.507
C6 0.725 -1.207 -0.778

## Properties
ΔE to the lowest compared entry with this formula, charge and spin	2.880	eV
SMILES	CCCCNCC[O-]
charge	-1
E_HOMO	-0.094	Eh
HOMO-LUMO gap	6.188	eV
multiplicity	1

***

ORCA calculation (the ωB97M-V functional and the def2-TZVPD basis) on a 2-piece molecular cluster, C11H16FN2 overall.

Positions of all 30 atoms, in Å:
C1 -1.111 -0.313 0.863
C2 1.701 -1.112 -3.021
N1 1.425 0.248 -0.077
C3 0.854 1.609 3.194
H1 -2.719 -0.014 2.017
C4 -1.333 -2.051 -1.020
C5 0.566 -0.528 -0.785
C6 0.651 -0.670 -3.956
H2 -2.276 -1.734 -1.440
H3 1.090 0.761 3.886
H4 -0.149 -1.473 -4.107
H5 -1.229 0.988 3.541
H6 -1.561 -2.855 -0.283
H7 1.037 2.536 3.641
H8 -2.970 -1.511 1.150
C7 1.743 1.713 1.964
H9 0.098 0.233 -3.596
H10 2.806 1.506 2.053
H11 1.841 -2.015 -2.527
C8 -0.540 1.441 2.700
F1 2.686 -0.236 -2.810
N2 -2.375 -0.592 1.264
H12 -0.953 -2.621 -1.880
H13 1.867 2.818 1.660
H14 1.033 -0.334 -4.964
H15 -1.062 2.259 2.340
C9 -0.318 0.595 1.489
H16 2.374 0.205 -0.452
C10 -0.593 -0.977 -0.322
C11 1.015 0.853 1.009

## Properties
ΔE to the lowest compared entry with this formula, charge and spin	1.696	eV
charge	+1
E_HOMO (alpha / beta)	-0.440 / -0.448	Eh
HOMO-LUMO gap (alpha / beta)	7.853 / 8.409	eV
multiplicity	1

***

ORCA calculation (the ωB97M-V functional and the def2-TZVPD basis) on C30H25FIrN3O8S3 as an isolated structure.

Positions of all 71 atoms, in Å:
H1 1.401 -5.025 -3.600
C1 4.360 2.497 2.685
C2 1.352 -0.640 -1.849
F1 3.841 2.050 -1.705
C3 -3.591 1.871 0.709
H2 1.636 -5.183 -5.349
H3 -4.599 0.484 -2.240
C4 1.115 -4.626 -4.570
O1 -2.616 0.227 -0.734
H4 3.326 -3.589 -5.713
H5 4.478 0.656 -3.790
H6 1.019 -2.716 -5.561
C5 3.014 -3.030 -4.827
H7 5.247 2.553 2.070
H8 -6.506 2.037 -1.899
H9 2.985 -1.141 -5.857
C6 -2.351 3.158 2.489
H10 -4.754 3.339 1.762
H11 -2.725 4.013 1.932
H12 3.429 2.242 5.923
H13 0.993 2.418 2.423
S1 -0.451 -1.623 3.366
H14 3.501 -3.468 -3.953
C7 0.231 -1.104 -1.089
O2 -2.660 -3.707 2.476
C8 -5.729 2.792 -0.038
C9 -0.424 0.101 3.757
O3 -3.483 -1.378 2.362
O4 -2.474 -3.468 -1.908
H15 1.721 1.008 -0.527
C10 3.607 0.299 -3.262
S2 0.310 0.476 5.305
C11 1.499 -3.145 -4.662
C12 0.849 2.254 5.101
H16 4.494 -1.470 -5.004
H17 5.449 2.375 4.528
C13 -1.810 -2.762 -1.152
C14 -3.571 1.019 -0.458
C15 -4.644 1.136 -1.379
C16 -4.690 2.735 0.867
H18 1.018 2.595 6.122
C17 1.789 -1.294 -3.037
H19 -0.005 2.759 4.659
C18 2.066 0.505 -1.412
C19 -0.100 -2.717 -2.863
Ir1 -1.819 -0.905 1.124
H20 -6.569 3.452 0.146
O5 -1.882 -2.072 4.116
H21 -1.285 3.289 2.677
C20 3.155 0.938 -2.129
C21 -2.556 1.889 1.698
H22 0.049 -4.778 -4.706
H23 -2.848 3.103 3.460
C22 4.471 2.400 4.063
C23 2.904 -0.834 -3.724
C24 3.407 -1.567 -4.938
H24 -0.731 -3.460 -3.318
C25 1.970 2.435 2.880
C26 -5.698 1.991 -1.177
C27 2.071 2.358 4.268
N1 -1.077 1.050 3.152
H25 3.015 2.567 1.022
S3 -3.130 -2.554 3.178
C28 -0.529 -2.148 -1.706
O6 -0.016 -0.552 0.064
O7 -2.030 -2.587 0.081
O8 -4.147 -2.810 4.166
C29 3.104 2.507 2.096
C30 3.337 2.330 4.848
N2 -1.787 0.843 2.050
N3 1.079 -2.401 -3.489

## Properties
ΔE to the lowest compared entry with this formula, charge and spin	4.856	eV
charge	-2
E_HOMO (alpha / beta)	0.022 / 0.034	Eh
HOMO-LUMO gap (alpha / beta)	2.903 / 2.549	eV
multiplicity	1

***

ORCA calculation (the ωB97M-V functional and the def2-TZVPD basis) on a 2-piece molecular cluster, C3H5N3Se overall.

Positions of all 12 atoms, in Å:
N1 1.120 -1.246 0.378
H1 -1.797 1.250 -1.310
H2 -0.251 1.082 1.759
Se1 -2.495 2.726 -1.339
C1 0.323 -0.220 0.236
H3 0.855 -3.134 -0.489
N2 0.616 -2.169 -0.518
C2 -0.351 -1.575 -1.199
H4 0.499 1.924 0.573
H5 1.518 0.805 1.583
N3 -0.612 -0.388 -0.768
C3 0.575 0.944 1.094

## Properties
ΔE to the lowest compared entry with this formula, charge and spin	3.339	eV
E_HOMO (alpha / beta)	-0.317 / -0.332	Eh
HOMO-LUMO gap (alpha / beta)	6.774 / 7.076	eV
multiplicity	1

***

ORCA calculation (the ωB97M-V functional and the def2-TZVPD basis) on an isolated ion of composition C11H10ClFN and charge +1.

Positions of all 24 atoms, in Å:
H1 -0.097 0.093 2.186
C1 -0.064 0.191 1.098
C2 -1.170 -0.001 0.236
C3 1.155 0.516 0.536
F1 2.330 -1.695 1.114
C4 3.217 -0.625 1.331
C5 -2.073 -0.096 -2.006
Cl1 2.874 1.117 -1.603
H2 -1.946 -0.027 -3.091
C6 -2.480 -0.332 0.744
H3 3.770 -0.868 2.247
H4 -4.010 -0.605 -2.152
H5 -2.610 -0.408 1.824
C7 -0.970 0.140 -1.169
C8 2.374 0.690 1.462
H6 -4.473 -0.803 0.214
H7 2.022 0.837 2.496
H8 3.847 -0.520 0.437
H9 2.946 1.575 1.145
H10 0.449 0.600 -2.800
C9 1.353 0.685 -0.875
N1 -3.254 -0.419 -1.499
C10 0.290 0.493 -1.724
C11 -3.480 -0.538 -0.152

## Properties
SMILES	FCCc1cc2cc[nH+]cc2cc1Cl
charge	+1
E_HOMO	-0.475	Eh
HOMO-LUMO gap	8.321	eV
multiplicity	1

***

ORCA calculation (the ωB97M-V functional and the def2-TZVPD basis) on C31H40AuNO2S5 as an isolated structure.

Positions of all 80 atoms, in Å:
H1 -4.753 0.331 -2.095
C1 2.923 4.129 -0.287
S1 -0.332 -5.758 4.761
H2 -5.087 5.032 1.574
C2 -6.124 1.183 0.122
H3 -3.583 5.399 2.429
H4 -0.866 4.425 0.109
C3 -0.067 -2.834 1.733
C4 -2.941 4.023 0.138
C5 -4.547 -0.312 1.315
H5 3.858 -0.816 -0.996
H6 5.173 5.601 0.579
H7 -4.582 6.889 -0.881
C6 6.168 1.427 0.230
H8 -4.953 3.294 0.183
H9 1.471 6.301 0.641
O1 -1.918 0.008 -0.099
H10 2.792 7.476 0.589
C7 4.746 5.899 -0.382
H11 -6.328 1.815 -0.747
S2 0.090 -2.474 0.068
H12 -3.734 5.693 -1.877
C8 -4.276 5.841 -0.940
C9 -2.204 6.443 0.294
H13 -6.859 0.375 0.125
H14 2.959 7.176 -1.936
H15 -3.691 -0.822 -1.269
C10 1.288 2.359 -0.172
C11 4.781 -0.239 -0.968
Au1 0.055 -0.150 0.003
C12 3.243 5.620 -0.446
S3 -0.159 -4.535 2.077
H16 1.638 6.004 -1.886
H17 3.181 5.556 -2.621
C13 -3.390 5.479 0.262
S4 -0.262 -2.818 4.387
H18 6.265 2.130 1.062
O2 2.018 0.079 -0.011
H19 2.899 6.064 1.656
C14 -1.624 3.670 0.056
S5 -0.034 -0.312 2.898
C15 -3.915 2.997 0.117
C16 -4.721 0.571 0.067
H20 5.618 -0.933 -0.857
C17 -3.630 1.649 0.041
C18 3.666 1.793 0.011
C19 -0.115 -1.977 2.855
H21 -5.339 -1.066 1.345
H22 4.917 6.971 -0.503
H23 -5.181 5.229 -0.973
H24 5.416 -0.684 1.683
H25 6.925 0.652 0.362
H26 -1.549 6.248 1.147
H27 -4.511 6.699 1.661
H28 -4.617 0.292 2.223
H29 0.838 4.444 -0.490
H30 4.947 3.480 -0.067
H31 4.596 0.729 2.366
N1 0.016 1.817 -0.146
C20 -0.319 -4.445 3.806
H32 -2.571 7.468 0.384
H33 -5.447 -1.027 -1.198
C21 2.558 6.411 0.678
C22 -2.266 1.292 -0.038
H34 -3.585 -0.824 1.313
H35 6.391 1.953 -0.702
C23 4.595 0.022 1.532
C24 2.722 6.117 -1.804
H36 5.288 5.383 -1.180
C25 4.788 0.764 0.198
C26 -4.639 -0.291 -1.203
C27 1.613 3.717 -0.320
C28 -4.191 5.658 1.559
H37 4.896 0.282 -1.922
H38 3.657 -0.532 1.550
C29 -1.259 2.309 -0.053
C30 3.918 3.153 -0.105
C31 2.324 1.385 -0.051
H39 -6.279 1.772 1.031
H40 -1.611 6.384 -0.624

## Properties
E_HOMO (alpha / beta)	-0.283 / -0.296	Eh
⟨S²⟩	2.0600
HOMO-LUMO gap (alpha / beta)	6.734 / 5.705	eV
multiplicity	3

***

ORCA calculation (the ωB97M-V functional and the def2-TZVPD basis) on a 2-piece molecular cluster, C6H3F5O overall.

Positions of all 15 atoms, in Å:
C1 -0.881 0.646 1.101
O1 2.451 -2.228 1.388
F1 -0.224 -1.662 1.231
C2 -0.203 -0.556 -0.885
C3 -1.084 1.800 0.325
C4 -0.758 1.808 -1.053
H1 1.627 -2.202 0.851
H2 2.922 -3.036 1.081
C5 -0.448 -0.555 0.517
F2 -1.633 2.872 0.944
C6 -0.303 0.649 -1.643
F3 0.109 -1.692 -1.457
F4 -0.950 2.970 -1.739
H3 -0.953 0.577 2.195
F5 0.328 0.610 -2.858

## Properties
ΔE to the lowest compared entry with this formula, charge and spin	0.053	eV
SMILES	Fc1cc(F)c(F)c(F)c1F.O
E_HOMO	-0.363	Eh
HOMO-LUMO gap	9.863	eV
multiplicity	1

***

| no. | F_max (Eh/bohr) | M (g/mol) |
| --- | --- | --- |
| 1 | 0.038 | 72.1 |
| 2 | 0.033 | 126.2 |
| 3 | 0.022 | 82.1 |
| 4 | 0.068 | 128.2 |
| 5 | 0.122 | 116.2 |
| 6 | 0.089 | 195.3 |
| 7 | 0.062 | 863.0 |
| 8 | 0.044 | 162.1 |
| 9 | 0.033 | 210.7 |
| 10 | 0.011 | 816.0 |
| 11 | 0.057 | 186.1 |